# 1
The following is a quantum chemistry calculation of a molecular structure, C4H6O4, from OMol25.

Values from the calculation:
E_HOMO (eV): -10.4
E_tot (eV): -12433.298
Gap between HOMO and LUMO (eV): 10.93
ΔE to the lowest compared entry with this formula, charge and spin (eV): 2.874

Positions of all 14 atoms, in Å:
C: 1.10 0.45 -0.63
C: 1.73 -0.68 0.10
C: -0.21 -0.41 -0.34
C: -1.37 0.19 0.46
H: 1.02 -0.01 -2.53
H: 1.15 1.38 -0.05
H: 2.33 -0.38 1.01
H: 2.36 -1.28 -0.52
H: -0.70 -0.72 -1.21
H: -1.76 0.72 2.22
O: 1.45 0.82 -1.97
O: 0.52 -1.31 0.46
O: -0.93 0.52 1.74
O: -2.54 0.34 0.21

Charges per atom according to natural (NBO) partitioning, unit e:
1. C 0.0630
2. C -0.0907
3. C -0.0312
4. C 0.7692
5. H 0.4601
6. H 0.1976
7. H 0.1890
8. H 0.1832
9. H 0.1891
10. H 0.4950
11. O -0.6749
12. O -0.4860
13. O -0.6954
14. O -0.5682

---

# 2
The following is a quantum chemistry calculation of a molecular structure, C4H6O5Yb, from OMol25.

Values from the calculation:
⟨S²⟩: 0.751
E_HOMO (alpha / beta) (eV): -23.3 / -23.3
Spin multiplicity: 2
E_tot (eV): -45976.830
Total charge: +3
Gap between HOMO and LUMO (alpha / beta) (eV): 8.17 / 5.46
ΔE to the lowest compared entry with this formula, charge and spin (eV): 0.000

Positions of all 16 atoms, in Å:
O: 1.49 -0.98 2.82
C: 0.77 -0.42 1.89
O: 1.23 0.48 1.18
O: -0.31 -1.08 1.64
H: 2.40 -0.66 2.81
C: -1.32 -0.68 0.59
C: -0.83 -0.83 -0.82
O: -0.22 0.43 -1.22
C: -0.28 0.92 -2.44
O: 0.53 1.97 -2.31
Yb: 1.33 1.96 -0.32
H: -2.13 -1.40 0.74
H: -1.64 0.33 0.84
H: -1.65 -1.01 -1.51
H: 0.07 -1.57 -0.80
H: 0.56 2.54 -3.09

Charges per atom according to natural (NBO) partitioning, unit e:
1. O -0.5186
2. C 1.0760
3. O -0.9242
4. O -0.3905
5. H 0.5387
6. C -0.1197
7. C -0.1286
8. O -0.6449
9. C 0.6390
10. O -0.8801
11. Yb 2.6325
12. H 0.3124
13. H 0.2257
14. H 0.3032
15. H 0.2703
16. H 0.6089

---

# 3
The following is a quantum chemistry calculation of a molecular structure, C4H6O7Tl, from OMol25.

Values from the calculation:
⟨S²⟩: 0.755
E_HOMO (alpha / beta) (eV): -16.7 / -16.7
Spin multiplicity: 2
E_tot (eV): -23250.474
Total charge: +2
Gap between HOMO and LUMO (alpha / beta) (eV): 7.02 / 2.03

Positions of all 18 atoms, in Å:
O: -0.72 0.80 0.35
C: -0.01 0.24 1.39
C: 1.07 -0.69 0.85
O: 2.03 0.04 0.11
C: 2.98 0.66 0.80
O: 2.95 0.82 2.00
O: 3.82 1.24 -0.04
H: -1.08 1.66 0.59
H: 0.32 0.99 2.11
H: 0.64 -1.41 0.14
H: 1.55 -1.21 1.69
H: 4.47 1.76 0.45
O: -2.38 -1.18 0.64
C: -1.93 -1.31 1.85
O: -0.89 -0.62 2.25
O: -2.45 -2.12 2.61
Tl: -2.17 -2.61 4.47
H: -1.92 -0.45 0.16

Charges per atom according to Löwdin partitioning, unit e:
1. O 0.0905
2. C -0.2294
3. C -0.0637
4. O 0.0825
5. C -0.6093
6. O 0.1324
7. O 0.2074
8. H 0.1637
9. H 0.1883
10. H 0.1633
11. H 0.1553
12. H 0.1590
13. O 0.2885
14. C -0.5462
15. O 0.0995
16. O -0.0814
17. Tl 1.6524
18. H 0.1472

---

# 4
The following is a quantum chemistry calculation of C4H6OS in the gas phase, from OMol25.

Values from the calculation:
SMILES: C1O[C@H]2C[C@@H]2S1
E_HOMO (eV): -8.6
E_tot (eV): -17124.055
Gap between HOMO and LUMO (eV): 9.62
ΔE to the lowest compared entry with this formula, charge and spin (eV): 4.075

Positions of all 12 atoms, in Å:
C: -1.35 0.65 -0.90
C: 0.91 -0.27 -0.38
C: 1.23 -0.74 1.07
C: -0.03 -0.05 0.72
H: -1.95 0.22 -1.73
H: -1.80 1.58 -0.57
H: 0.67 -1.22 -0.89
H: 1.83 -0.15 1.78
H: 1.37 -1.83 1.04
H: 0.00 1.03 1.11
O: -1.32 -0.28 0.18
S: 0.45 1.07 -1.43

Charges per atom according to natural (NBO) partitioning, unit e:
1. C -0.1814
2. C -0.4471
3. C -0.3551
4. C 0.0612
5. H 0.2008
6. H 0.1795
7. H 0.2146
8. H 0.2323
9. H 0.2412
10. H 0.1779
11. O -0.5050
12. S 0.1811

---

# 5
The following is a quantum chemistry calculation of 2 unconnected molecules or ions with the total composition C4H6OS, from OMol25.

Values from the calculation:
E_HOMO (eV): -9.0
E_tot (eV): -17123.030
Gap between HOMO and LUMO (eV): 9.53
ΔE to the lowest compared entry with this formula, charge and spin (eV): 5.100

Positions of all 12 atoms, in Å:
C: -0.74 1.25 -1.79
C: 1.17 -1.55 -1.12
C: -0.77 0.19 -0.94
C: 0.35 -0.68 -1.01
O: -0.93 -1.06 1.95
S: 0.50 -1.29 2.01
H: -1.59 1.92 -1.90
H: -0.01 1.50 -2.46
H: 0.76 -1.91 3.19
H: 1.92 -2.27 -1.26
H: -1.38 -0.20 -0.20
H: 1.02 -0.07 2.59

Charges per atom according to natural (NBO) partitioning, unit e:
1. C -0.3186
2. C -0.2469
3. C -0.2913
4. C -0.0259
5. O -0.9929
6. S 0.9642
7. H 0.1916
8. H 0.1963
9. H 0.0102
10. H 0.2293
11. H 0.2606
12. H 0.0233

---

# 6
The following is a quantum chemistry calculation of C4H6OS in the gas phase, from OMol25.

Values from the calculation:
SMILES: S=CC[C@@H]1CO1
E_HOMO (eV): -8.8
E_tot (eV): -17125.881
Gap between HOMO and LUMO (eV): 8.66
ΔE to the lowest compared entry with this formula, charge and spin (eV): 2.248

Positions of all 12 atoms, in Å:
C: 1.06 0.09 -0.06
C: 0.83 0.12 1.41
C: -0.16 -0.52 -0.75
C: -1.46 0.16 -0.74
O: -1.20 -0.97 0.05
S: 0.72 1.47 2.29
H: 1.24 1.10 -0.44
H: 1.93 -0.54 -0.27
H: -1.57 1.10 -0.21
H: 0.69 -0.85 1.87
H: 0.06 -1.15 -1.61
H: -2.14 -0.01 -1.56

Charges per atom according to natural (NBO) partitioning, unit e:
1. C -0.5199
2. C -0.2288
3. C 0.0665
4. C -0.1096
5. O -0.4825
6. S 0.0553
7. H 0.2326
8. H 0.2319
9. H 0.1864
10. H 0.1995
11. H 0.1855
12. H 0.1830

---

# 7
The following is a quantum chemistry calculation of C4H6OS in the gas phase, from OMol25.

Values from the calculation:
E_HOMO (eV): -9.5
E_tot (eV): -17124.012
Gap between HOMO and LUMO (eV): 9.48
ΔE to the lowest compared entry with this formula, charge and spin (eV): 4.118

Positions of all 12 atoms, in Å:
C: -0.89 -0.96 -0.75
C: 1.44 0.15 0.52
C: 0.19 0.99 0.81
C: 0.02 -0.38 0.66
O: -2.29 -0.53 -2.79
S: -1.58 0.15 -1.67
H: -0.69 -2.06 -0.88
H: 1.83 0.43 -0.44
H: 2.31 0.05 1.30
H: 0.25 1.44 1.74
H: -0.33 1.70 0.08
H: -0.26 -0.99 1.42

Charges per atom according to natural (NBO) partitioning, unit e:
1. C -0.5350
2. C -0.4390
3. C -0.4392
4. C -0.1966
5. O -0.9126
6. S 1.1593
7. H 0.2555
8. H 0.2232
9. H 0.2323
10. H 0.2193
11. H 0.2147
12. H 0.2180

---

# 8
The following is a quantum chemistry calculation of C4H6OS in the gas phase, from OMol25.

Values from the calculation:
SMILES: O=CC1CSC1
E_HOMO (eV): -9.0
E_tot (eV): -17126.231
Gap between HOMO and LUMO (eV): 9.44
ΔE to the lowest compared entry with this formula, charge and spin (eV): 1.899

Positions of all 12 atoms, in Å:
C: 1.35 0.03 -0.55
C: 0.30 0.14 0.47
C: -0.48 -1.15 0.19
C: -0.77 1.12 0.05
H: 0.95 -0.02 -1.59
H: 0.80 0.25 1.47
H: -0.93 -1.68 1.11
H: -0.04 -1.97 -0.47
H: -1.29 1.69 0.92
H: -0.49 1.88 -0.82
O: 2.56 -0.12 -0.32
S: -1.94 -0.18 -0.46

Charges per atom according to natural (NBO) partitioning, unit e:
1. C 0.4432
2. C -0.3933
3. C -0.4847
4. C -0.5096
5. H 0.1180
6. H 0.2465
7. H 0.2369
8. H 0.2338
9. H 0.2368
10. H 0.2267
11. O -0.5199
12. S 0.1656

---

# 9
The following is a quantum chemistry calculation of 2 unconnected molecules or ions with the total composition C4H6OS2, from OMol25.

Values from the calculation:
E_HOMO (eV): -8.9
E_tot (eV): -27957.741
Gap between HOMO and LUMO (eV): 6.89
ΔE to the lowest compared entry with this formula, charge and spin (eV): 5.538

Positions of all 13 atoms, in Å:
C: -1.03 -0.13 1.16
C: -0.64 0.23 -0.35
C: 0.88 0.79 -0.28
C: 1.79 -0.28 -0.49
H: -2.05 -0.55 1.45
H: -0.91 0.43 2.07
H: -0.18 -0.96 1.60
H: -1.28 1.12 -0.67
H: -1.68 -0.71 -2.07
H: 1.48 -1.16 -1.11
O: -0.71 -0.93 -1.09
S: 0.92 2.41 -0.29
S: 3.41 -0.25 0.06

Charges per atom according to natural (NBO) partitioning, unit e:
1. C -0.6810
2. C 0.0375
3. C -0.2014
4. C -0.3379
5. H 0.2302
6. H 0.2407
7. H 0.1978
8. H 0.2043
9. H 0.4779
10. H 0.2596
11. O -0.6891
12. S 0.1511
13. S 0.1102

---

# 10
The following is a quantum chemistry calculation of a molecular structure, C4H6OSm, from OMol25.

Values from the calculation:
⟨S²⟩: 12.007
E_HOMO (alpha / beta) (eV): -15.0 / -15.0
Spin multiplicity: 7
E_tot (eV): -24173.767
Total charge: +2
Gap between HOMO and LUMO (alpha / beta) (eV): 5.07 / 5.28
ΔE to the lowest compared entry with this formula, charge and spin (eV): 2.492

Positions of all 12 atoms, in Å:
H: -0.44 -1.78 1.21
C: -0.20 -1.72 -1.63
C: -0.61 -1.46 -0.41
C: -0.62 -0.66 0.68
H: -0.67 -2.52 -2.22
H: 0.45 -1.02 -2.17
H: -1.57 -0.23 1.02
C: 0.94 1.30 1.17
O: 0.32 1.68 0.13
Sm: -0.16 3.90 -1.01
H: 0.74 1.84 2.11
H: 1.83 0.65 1.14

Charges per atom according to natural (NBO) partitioning, unit e:
1. H 0.3126
2. C -0.5367
3. C 0.2006
4. C -0.6453
5. H 0.2663
6. H 0.2449
7. H 0.2415
8. C 0.3757
9. O -0.7988
10. Sm 1.9559
11. H 0.1736
12. H 0.2099